[1]
{"formula": "C23H84BN34O18", "method": "ωB97M-V/def2-TZVPD", "charge": -1, "orbital_gap_ev": 4.63, "species": ["N", "H", "N", "H", "C", "H", "C", "H", "C", "H", "H", "N", "C", "H", "H", "N", "C", "H", "N", "N", "C", "O", "C", "N", "C", "N", "H", "O", "C", "H", "H", "O", "H", "O", "N", "O", "N", "N", "N", "C", "N", "O", "N", "H", "N", "H", "H", "H", "O", "H", "H", "H", "H", "H", "N", "H", "H", "N", "H", "N", "C", "H", "H", "H", "H", "H", "C", "H", "N", "H", "C", "H", "H", "H", "H", "H", "O", "H", "H", "C", "O", "N", "H", "H", "B", "O", "H", "N", "H", "H", "H", "H", "O", "N", "H", "H", "H", "C", "C", "N", "C", "H", "H", "H", "N", "N", "N", "O", "H", "H", "N", "H", "C", "H", "N", "N", "H", "H", "H", "O", "N", "H", "H", "H", "O", "H", "H", "H", "O", "H", "H", "H", "C", "H", "C", "N", "H", "H", "H", "H", "H", "H", "O", "C", "N", "H", "H", "H", "C", "N", "H", "H", "H", "O", "O", "H", "N", "H", "H", "C"], "positions_angstrom": [[6.05380, -0.66270, -1.62051], [2.31321, -12.36306, -10.75406], [5.18861, 3.12181, 6.79792], [1.12859, -11.95639, -9.56331], [2.60316, -10.57358, -9.70919], [5.81078, 3.79100, 6.38834], [2.96178, -1.77891, -5.25560], [4.87765, -0.09504, 2.44357], [9.81172, -0.73584, 2.30987], [4.12203, -10.91138, -11.10595], [3.67869, -0.85770, -2.41230], [2.94769, -6.87338, -5.67333], [-6.74099, 0.83787, 1.45006], [10.94595, -0.22280, 0.62449], [6.95792, -0.54134, -1.20516], [6.47214, -5.64171, -2.67601], [-3.73239, 1.95953, 1.90849], [-3.00302, 2.86239, 0.00696], [-3.34984, 0.41532, 5.95525], [-3.72834, 7.43896, 7.51343], [4.96928, -0.28235, -0.87928], [9.64462, -2.88526, -2.65735], [-4.34029, 0.99561, 11.66842], [-4.37639, -0.18992, 10.99892], [-8.00034, 0.16058, -7.07134], [-2.34107, 9.27045, 7.43799], [-3.22406, 3.03415, -5.03172], [-4.48607, 1.07170, 12.88248], [3.70234, -1.32761, 3.56368], [-7.08200, 2.44289, -0.84067], [-6.84564, 0.65143, -8.74667], [-2.48561, 7.86538, 5.66753], [0.55741, -0.42892, 3.11271], [2.74981, -1.31464, 2.81283], [-1.49822, 5.33254, 4.82672], [-2.55480, 3.41564, -1.94802], [-4.12996, 2.08355, 10.88318], [10.57567, -3.46751, -0.66913], [1.97635, -11.73293, -10.05157], [3.04166, -6.64226, -7.01131], [10.32720, -0.88315, 1.05509], [3.61804, -5.65793, -7.46183], [3.71109, -2.03589, 4.73427], [11.71601, -1.56643, -2.97947], [-3.29018, 2.93447, -4.03727], [-4.52915, -1.01842, 11.54267], [-1.16022, 1.52694, -0.18476], [5.65744, -6.18890, -2.46851], [5.07526, 0.18904, 0.24629], [2.50762, -7.43877, -8.79042], [-4.09576, 2.97601, 11.33808], [-4.90418, 3.19604, 6.18498], [-1.67547, 9.83212, 6.93970], [2.48426, -7.66753, -5.27655], [7.61489, -4.25749, -4.10148], [2.88336, -2.55506, 4.95804], [7.66297, -3.76012, -4.97122], [-0.62937, 3.22508, 5.16174], [-10.24158, 2.12852, -3.72143], [2.12323, -1.05194, -6.04735], [-2.62656, 2.65977, 1.04843], [10.81089, 1.08482, 2.57354], [-0.86342, 4.81166, -3.09701], [1.07491, 1.25813, 2.21405], [-1.12823, 3.13200, 6.02680], [0.94162, -0.40127, 1.14489], [-3.74867, 1.57148, 6.53999], [-2.60788, 9.54039, 8.36505], [-7.85087, 2.51026, -1.48780], [-0.04325, 2.46572, 4.84952], [-2.82890, 8.17134, 6.79736], [-6.73201, -0.17541, 0.98768], [7.21425, -5.60172, -2.00516], [-0.41075, 2.51416, 1.09275], [3.37722, -6.19947, -5.06036], [-1.55985, -0.31418, 1.32933], [-5.90075, 1.76759, 0.76840], [-1.55191, 0.74793, 2.87793], [-4.00584, 2.34425, -3.65296], [-11.96295, 1.10545, -3.35929], [3.34061, -1.37835, -4.16045], [11.68263, -2.06496, -2.10853], [3.96546, -3.53030, -5.19637], [-4.10852, 6.62223, 7.07184], [0.48785, 0.21151, 2.08649], [-12.37785, 1.84011, -2.47140], [-7.88744, -0.71876, -8.89502], [10.19723, 0.39609, 2.96399], [-13.52812, -0.18740, -3.32413], [2.95100, -0.20497, -0.96812], [-12.33486, -0.61222, -4.50022], [-1.56979, 6.15879, 4.26365], [-8.75041, 3.31483, -3.40924], [3.74785, -10.31158, -10.39624], [-3.48182, 2.14381, 2.98884], [-6.80094, 1.83696, -6.72517], [-2.72389, -0.17098, 6.47682], [-5.16519, 2.60046, 1.68644], [4.70539, 2.02707, 6.13522], [3.77618, -0.46922, -1.48472], [6.49514, -4.98661, -3.87012], [4.23641, -9.46414, -10.16719], [-4.90282, 2.07351, 4.87027], [5.76034, 2.54404, 4.40989], [-6.62572, 3.88786, -2.84159], [-10.78671, 1.31971, -4.00202], [-12.65392, 0.00371, -3.77677], [9.06241, -1.55804, 2.80816], [-1.39249, 4.47199, -4.70750], [1.80074, -1.35836, -6.94445], [-7.48127, 1.19810, -6.36192], [4.89170, 3.24986, 7.74718], [-1.13269, 0.58935, 1.85360], [-6.48890, 0.74490, 2.53293], [3.34783, -2.97274, -5.76355], [5.13584, 1.89734, 4.85222], [1.81905, -0.16194, -5.69709], [-2.41159, 3.65392, 1.52559], [-10.43438, 0.72416, -4.73175], [-8.83142, -0.60590, -6.60511], [-7.52576, 0.03681, -8.34306], [-6.55222, 4.44115, -3.67492], [12.45542, -1.98932, -1.47457], [-4.02371, 7.67086, 8.44223], [-3.37661, 1.91078, 7.66245], [-8.70346, 2.01622, -1.29196], [-4.25807, -0.27235, 10.00596], [-2.01044, 5.28731, 5.68476], [5.56943, -5.05038, -4.67259], [-5.84052, 3.84115, -2.21602], [-7.80991, 1.32095, -5.41873], [9.77234, -4.03045, -0.45089], [10.57234, -2.81209, -1.86318], [-3.63901, 0.12349, 5.03922], [-1.27630, 1.83205, 0.88941], [-4.58948, 2.33091, 5.78836], [1.98418, -8.38559, -7.45426], [-4.00805, 2.03748, 9.88452], [5.65498, -0.62505, 3.90246], [4.48562, -2.05645, 5.36925], [3.05391, -3.32555, -6.65644], [9.83496, 0.53527, 3.88951], [3.94647, 1.22926, 6.66346], [-7.80387, 3.24004, -2.62633], [4.85251, -0.62925, 3.30118], [8.38745, -4.18763, -3.45524], [-5.69574, 2.71139, 2.67342], [5.98772, -1.05163, -2.54291], [-2.45388, 3.55537, -3.15321], [-1.49633, 4.34234, -3.71985], [-7.79443, 1.22067, 1.36231], [11.32859, -3.41826, -0.00783], [-5.09157, 3.63052, 1.25671], [-0.07738, 4.39300, 3.32138], [2.17144, -9.82097, -8.84734], [4.79837, 1.09789, 4.31872], [2.45547, -7.57897, -7.80212], [10.06015, -1.70856, 0.54496], [-3.80722, 0.87147, 1.69520], [-0.69474, 4.32736, 4.36737]]}

[2]
{"formula": "C24H10Cl5N2O9SSc", "method": "ωB97M-V/def2-TZVPD", "e_above_lowest_ev": 0.000, "charge": -2, "orbital_gap_ev": 7.21, "species": ["Cl", "O", "C", "C", "C", "C", "Cl", "N", "C", "C", "H", "C", "C", "C", "O", "C", "H", "C", "Cl", "O", "Cl", "H", "H", "O", "H", "Cl", "O", "N", "H", "C", "C", "C", "H", "O", "H", "C", "S", "C", "H", "C", "C", "C", "C", "C", "H", "Sc", "O", "C", "C", "C", "O", "O"], "positions_angstrom": [[-1.74611, -7.78287, -2.62003], [4.25568, -1.76696, -0.07772], [0.34788, 2.73568, 3.95901], [1.30407, 4.42177, 2.40743], [-1.91886, 1.87920, -1.41691], [0.37801, -6.36343, -1.65321], [-2.12477, -2.93382, -0.22284], [-0.85680, 0.10965, -0.28403], [-1.59805, 1.28783, -3.72618], [-1.18211, -4.25012, -0.78534], [-0.50151, 1.11619, 5.09080], [-0.77045, -0.10590, -1.64302], [-1.57244, 1.27040, -0.06803], [0.97652, -5.27052, -1.04086], [3.90904, 0.39614, 0.99403], [-1.77286, -5.33994, -1.40024], [1.87382, 1.60222, -0.19460], [-1.43226, 1.03263, -2.38232], [-3.49903, -5.36636, -1.61696], [-0.39396, -1.62427, 2.28691], [1.36185, -7.69384, -2.19369], [0.19665, 3.50305, 4.71143], [2.11160, 5.74343, 0.94800], [-0.25953, -1.08036, -2.15616], [1.14814, 5.19546, 3.15370], [2.68083, -5.19763, -0.81312], [2.19641, -0.50682, -0.48926], [0.74333, 0.78162, 2.01247], [-2.97583, 3.68983, -0.96716], [-0.03349, 1.45341, 4.17733], [1.12717, 2.07404, 1.76779], [2.02988, 3.69396, 0.23144], [2.46337, 3.93313, -0.73289], [-0.78926, -1.20902, 4.46368], [-3.29902, 4.21505, -3.39990], [-0.38223, -0.90495, 3.35109], [3.32536, -0.83762, 0.50749], [1.83489, 4.72199, 1.18699], [-2.42701, 2.69222, -5.12813], [-2.77299, 3.31516, -3.10007], [0.16527, 0.50437, 3.15021], [-1.00132, -6.41313, -1.84345], [0.22089, -4.16201, -0.58647], [-2.27899, 2.45234, -4.07968], [-1.20633, 0.60655, -4.47468], [0.74283, -1.24581, 0.64736], [-1.91050, 1.76628, 0.98847], [1.69790, 2.40176, 0.51329], [-2.59923, 3.03289, -1.74320], [0.93287, 3.09004, 2.71970], [0.78729, -3.16230, -0.03249], [2.49342, -1.50065, 1.60407]]}

[3]
{"formula": "C24H12BCl5CrF4N6", "method": "ωB97M-V/def2-TZVPD", "e_above_lowest_ev": 0.000, "orbital_gap_ev": [5.74, 7.44], "spin_multiplicity": 5, "species": ["C", "H", "Cl", "N", "N", "F", "H", "N", "C", "C", "C", "C", "C", "H", "H", "H", "Cr", "C", "C", "C", "C", "C", "C", "Cl", "C", "H", "C", "C", "C", "C", "N", "C", "C", "B", "C", "Cl", "H", "Cl", "C", "F", "F", "H", "N", "H", "H", "H", "N", "C", "Cl", "C", "F", "C", "H"], "positions_angstrom": [[1.29094, 1.61731, 1.21597], [-0.93370, -2.17198, -5.39239], [-2.09505, -6.62193, 1.71322], [-2.21415, 0.46706, 1.32281], [6.28441, 2.92982, 1.21655], [-2.73608, 2.71420, -0.61566], [4.74093, 0.86505, -0.92131], [0.68095, -1.16626, -4.58160], [-2.98349, -4.35429, 0.55400], [0.77817, 0.40750, -1.17652], [-1.22472, 1.80392, 3.00313], [0.34904, -0.33404, -2.37621], [-0.69134, -4.34008, 1.32294], [3.11984, 3.27490, 2.25773], [2.12482, -0.10253, -3.57497], [-2.35381, -1.89276, -3.34165], [-1.91432, -0.42803, -0.55279], [0.03421, 1.14271, 0.89538], [-1.90972, -5.00315, 1.16312], [2.33456, 1.48888, 0.29979], [-1.34745, -1.50042, -3.39885], [1.12372, -0.51441, -3.52015], [6.06680, 2.07152, 0.22413], [0.63006, -5.15102, 2.07401], [-0.56162, -3.03016, 0.87230], [6.93694, 1.75031, -0.33838], [-1.59901, -2.34238, 0.26389], [-2.77986, -3.04720, 0.12815], [2.05730, 0.85857, -0.91251], [5.21856, 3.31992, 1.91010], [-0.88781, -0.85759, -2.32557], [-3.37951, 1.16479, 3.25145], [-3.33254, 0.49037, 2.04646], [-2.99198, 2.10557, -1.83651], [3.92758, 2.88357, 1.65431], [-4.08732, -2.16393, -0.66041], [2.83353, 0.73183, -1.65311], [-4.49154, -5.14434, 0.34103], [4.81510, 1.57819, -0.11138], [-4.07028, 2.61607, -2.50808], [-3.35670, 0.65729, -1.47937], [-0.36905, 2.34809, 3.38624], [-2.32395, 1.81218, 3.73794], [-4.18529, -0.04180, 1.64642], [-4.29033, 1.18057, 3.83649], [1.46650, 2.05937, 2.18593], [-0.21336, 0.58327, -0.29518], [3.70017, 1.98554, 0.61534], [0.96811, -2.20982, 1.07773], [-0.55762, -1.64992, -4.52211], [-1.84735, 1.98848, -2.61441], [-1.14906, 1.14672, 1.77716], [5.39578, 4.02448, 2.71539]]}